(1)
Computed, not measured: 2 unconnected molecules or ions with the total composition C2H2Cl2O2S in a non-equilibrium geometry, with wB97M-V/def2-TZVPD.

For the HOMO energy (alpha / beta), the calculation gives -0.3248 / -0.3261 hartree. The value obtained for the gap between HOMO and LUMO (alpha / beta) is 6.968 / 6.914 eV. The calculation puts the energy above the lowest of the compared OMol25 structures with the same formula, charge and spin at 4.754 eV. The calculated total energy comes out at -42076.3992 eV.

Atoms and positions in Å:
C (0.523, -0.204, -0.695)
C (-0.940, -0.430, -0.215)
O (1.292, 1.968, -0.057)
O (1.333, -0.953, -0.071)
S (0.911, 3.241, 0.621)
Cl (-1.068, -1.642, 1.103)
Cl (-1.806, -1.093, -1.686)
H (-1.290, 0.481, 0.275)
H (1.044, -1.369, 0.725)

---

(2)
Computed, not measured: C2H2Cl2O2S in the gas phase in a non-equilibrium geometry, with wB97M-V/def2-TZVPD.

For the HOMO energy (alpha / beta), the calculation gives -0.2792 / -0.3963 hartree. The multiplicity is 3. The value obtained for the gap between HOMO and LUMO (alpha / beta) is 8.167 / 7.735 eV. The calculation puts the energy above the lowest of the compared OMol25 structures with the same formula, charge and spin at 0.000 eV. The calculated total energy comes out at -42077.2922 eV. As for the expectation value of S²: 2.01.

Atoms and positions in Å:
C (0.578, -0.148, -0.567)
C (-0.752, 0.004, 0.064)
O (3.076, 0.222, -0.700)
O (-0.665, -0.058, 1.517)
S (1.956, 0.219, 0.216)
Cl (-1.506, 1.514, -0.378)
Cl (-1.837, -1.387, -0.314)
H (0.664, -0.019, -1.695)
H (-1.514, -0.348, 1.856)

---

(3)
Computed, not measured: 2 unconnected molecules or ions with the total composition C2H2Cl2OS in a non-equilibrium geometry, with wB97M-V/def2-TZVPD.

For the HOMO energy, the calculation gives -0.3431 hartree. The value obtained for the gap between HOMO and LUMO is 8.635 eV. The calculation puts the energy above the lowest of the compared OMol25 structures with the same formula, charge and spin at 1.830 eV. The calculated total energy comes out at -40031.9382 eV. Its SMILES is S=C(Cl)Cl.C=O.

Atoms and positions in Å:
S (1.671, 1.468, -1.565)
C (1.606, -0.164, -1.466)
Cl (1.738, -1.318, -2.724)
Cl (1.553, -0.973, 0.063)
C (-1.682, 0.245, 1.385)
O (-1.028, 0.213, 0.407)
H (-1.506, -0.533, 2.336)
H (-2.350, 1.063, 1.564)

---

(4)
Computed, not measured: 2 unconnected molecules or ions with the total composition C2H2Cl2P2 in a non-equilibrium geometry, with wB97M-V/def2-TZVPD.

For the HOMO energy, the calculation gives -0.3285 hartree. The value obtained for the gap between HOMO and LUMO is 7.275 eV. The calculation puts the energy above the lowest of the compared OMol25 structures with the same formula, charge and spin at 1.575 eV. The calculated total energy comes out at -45724.5463 eV. Its SMILES is [H]/P=C(\Cl)C#P.Cl.

Atoms and positions in Å:
H (2.242, 0.563, -1.206)
P (0.961, -0.038, -1.212)
C (0.492, -0.200, 0.435)
Cl (1.616, 0.051, 1.771)
C (-0.778, -0.721, 0.776)
P (-1.968, -1.492, 1.323)
Cl (-1.744, 1.230, -0.804)
H (-0.821, 0.607, -1.084)

---

(5)
Computed, not measured: a molecular structure, C2H2Cl2S in a non-equilibrium geometry, with wB97M-V/def2-TZVPD.

For the HOMO energy, the calculation gives -0.3103 hartree. The value obtained for the gap between HOMO and LUMO is 6.850 eV. The calculation puts the energy above the lowest of the compared OMol25 structures with the same formula, charge and spin at 2.466 eV. The calculated total energy comes out at -37983.4283 eV.

Atoms and positions in Å:
C (-0.070, 0.587, 0.260)
C (-0.976, 0.063, -0.605)
H (-0.550, 0.717, 1.136)
H (-1.540, 0.667, -1.366)
S (-1.129, -1.706, -0.631)
Cl (0.888, -0.899, 0.857)
Cl (0.667, 2.194, -0.128)

---

(6)
Computed, not measured: 2 unconnected molecules or ions with the total composition C2H2Cl2Si in a non-equilibrium geometry, with wB97M-V/def2-TZVPD.

For the HOMO energy, the calculation gives -0.3359 hartree. The value obtained for the gap between HOMO and LUMO is 8.079 eV. The calculation puts the energy above the lowest of the compared OMol25 structures with the same formula, charge and spin at 2.664 eV. The calculated total energy comes out at -35027.1327 eV.

Atoms and positions in Å:
C (0.782, -2.540, 0.708)
C (1.102, -1.360, 0.601)
Si (0.970, 0.278, -0.112)
Cl (-2.717, 2.810, -0.719)
Cl (2.952, 0.760, -0.704)
H (0.654, -3.516, 1.134)
H (-3.743, 3.568, -0.907)

---

(7)
Computed, not measured: a molecular structure, C2H2Cl3F3IO6PS in a non-equilibrium geometry, with wB97M-V/def2-TZVPD.

For the HOMO energy, the calculation gives -0.3954 hartree. The value obtained for the gap between HOMO and LUMO is 8.382 eV. The calculated total energy comes out at -88336.8750 eV.

Atoms and positions in Å:
O (1.815, 1.027, -0.662)
P (1.063, -0.198, -0.830)
O (0.742, -0.529, -2.330)
O (1.922, -1.398, -0.220)
I (1.027, -3.197, -0.218)
O (-0.316, -0.156, 0.092)
S (-1.731, 0.170, -0.607)
O (-2.604, 0.589, 0.428)
O (-1.637, 1.048, -1.716)
C (-2.404, -1.486, -1.107)
F (-1.694, -2.043, -2.078)
F (-2.331, -2.268, -0.032)
F (-3.660, -1.342, -1.449)
H (0.773, -1.474, -2.530)
C (1.792, 2.222, 2.541)
Cl (1.420, 3.939, 2.702)
Cl (3.473, 1.904, 2.968)
Cl (0.701, 1.252, 3.543)
H (1.649, 1.940, 1.505)

---

(8)
Computed, not measured: a molecular structure, C2H2Cl3NO in a non-equilibrium geometry, with wB97M-V/def2-TZVPD.

For the HOMO energy, the calculation gives -0.3303 hartree. The value obtained for the gap between HOMO and LUMO is 8.319 eV. The calculation puts the energy above the lowest of the compared OMol25 structures with the same formula, charge and spin at 4.219 eV. The calculated total energy comes out at -43206.7396 eV.

Atoms and positions in Å:
C (0.930, 0.046, -0.024)
C (-0.969, 0.427, -0.019)
N (1.318, -1.216, 0.109)
O (0.671, -2.219, 0.001)
Cl (-1.160, 2.146, -0.390)
Cl (-1.415, 0.303, 1.637)
Cl (-1.805, -0.731, -1.033)
H (1.200, 0.359, -0.961)
H (1.230, 0.885, 0.680)

---

(9)
Computed, not measured: C2H2Cl3NO3 in the gas phase in a non-equilibrium geometry, with wB97M-V/def2-TZVPD.

For the HOMO energy, the calculation gives -0.3535 hartree. The value obtained for the gap between HOMO and LUMO is 10.185 eV. The calculation puts the energy above the lowest of the compared OMol25 structures with the same formula, charge and spin at 0.852 eV. The calculated total energy comes out at -47301.8893 eV. Its SMILES is O=CON(O)C(Cl)(Cl)Cl.

Atoms and positions in Å:
O (2.283, 1.123, -0.523)
C (2.101, -0.052, -0.380)
O (0.888, -0.672, -0.206)
N (-0.352, 0.087, -0.291)
O (-0.213, 1.365, 0.378)
C (-1.707, -0.565, 0.283)
Cl (-1.608, -1.164, 1.839)
Cl (-2.728, 0.836, 0.092)
Cl (-2.120, -1.832, -0.900)
H (2.786, -0.856, -0.397)
H (0.668, 1.729, 0.105)

---

(10)
Computed, not measured: 2 unconnected molecules or ions with the total composition C2H2Cl3O2P in a non-equilibrium geometry, with wB97M-V/def2-TZVPD.

For the HOMO energy, the calculation gives -0.3420 hartree. The value obtained for the gap between HOMO and LUMO is 9.167 eV. The calculation puts the energy above the lowest of the compared OMol25 structures with the same formula, charge and spin at 0.812 eV. The calculated total energy comes out at -53058.6990 eV. Its SMILES is O=P(Cl)(Cl)Cl.C=C=O.

Atoms and positions in Å:
O (-1.302, 0.919, -0.300)
P (0.020, 1.518, -0.505)
Cl (1.374, 0.723, -1.802)
Cl (-0.047, 3.355, -1.187)
Cl (0.954, 1.816, 1.237)
C (0.095, -1.372, 0.821)
C (-0.686, -1.762, -0.099)
O (-1.363, -2.237, -0.924)
H (-0.198, -1.151, 1.903)
H (1.153, -1.809, 0.857)

---

(11)
Computed, not measured: C2H2Cl4 in the gas phase in a non-equilibrium geometry, with wB97M-V/def2-TZVPD.

For the HOMO energy, the calculation gives -0.3900 hartree. The value obtained for the gap between HOMO and LUMO is 11.248 eV. The calculation puts the energy above the lowest of the compared OMol25 structures with the same formula, charge and spin at 0.593 eV. The calculated total energy comes out at -52195.2724 eV. Its SMILES is ClC(Cl)C(Cl)Cl.

Atoms and positions in Å:
Cl (-1.276, 0.645, -1.602)
C (0.032, 0.795, -0.411)
Cl (-0.153, 2.112, 0.811)
C (0.148, -0.778, 0.419)
Cl (-1.139, -0.847, 1.607)
Cl (0.136, -2.119, -0.749)
H (1.131, 0.847, -0.935)
H (1.120, -0.655, 0.860)

---

(12)
Computed, not measured: a molecular structure, C2H2Cl4FNO2S in a non-equilibrium geometry, with wB97M-V/def2-TZVPD.

For the HOMO energy, the calculation gives -0.3949 hartree. The value obtained for the gap between HOMO and LUMO is 8.592 eV. The calculation puts the energy above the lowest of the compared OMol25 structures with the same formula, charge and spin at 1.780 eV. The calculated total energy comes out at -71330.5829 eV.

Atoms and positions in Å:
C (0.139, 1.341, 0.528)
C (1.439, -0.546, -0.158)
N (0.393, 0.318, -0.402)
O (-2.701, 0.095, -0.567)
O (-1.392, -1.783, 0.433)
F (-1.054, -1.402, -1.861)
S (-1.550, -0.717, -0.450)
Cl (-0.849, 2.577, -0.256)
Cl (-1.012, 0.617, 1.829)
Cl (1.460, -1.305, 1.446)
Cl (2.971, 0.331, -0.557)
H (0.917, 1.929, 0.933)
H (1.238, -1.454, -0.918)

---

(13)
Computed, not measured: C2H2ClF2NO in the gas phase in a non-equilibrium geometry, with wB97M-V/def2-TZVPD.

For the HOMO energy (alpha / beta), the calculation gives -0.2243 / -0.4189 hartree. The multiplicity is 3. The value obtained for the gap between HOMO and LUMO (alpha / beta) is 6.820 / 7.986 eV. The calculation puts the energy above the lowest of the compared OMol25 structures with the same formula, charge and spin at 0.942 eV. The calculated total energy comes out at -23595.7479 eV. As for the expectation value of S²: 2.01.

Atoms and positions in Å:
C (-0.099, -0.727, 0.679)
C (0.426, 0.892, -0.863)
N (-0.254, -1.966, 0.718)
O (0.905, -0.080, -0.064)
F (1.355, 1.385, -1.657)
F (-0.624, 0.546, -1.555)
Cl (-0.090, 2.311, 0.154)
H (-0.608, 0.043, 1.250)
H (-1.012, -2.405, 1.338)

---

(14)
Computed, not measured: C2H2ClF2NO2 in the gas phase in a non-equilibrium geometry, with wB97M-V/def2-TZVPD.

For the HOMO energy, the calculation gives -0.4284 hartree. The value obtained for the gap between HOMO and LUMO is 11.392 eV. The calculation puts the energy above the lowest of the compared OMol25 structures with the same formula, charge and spin at 2.194 eV. The calculated total energy comes out at -25644.9413 eV. Its SMILES is O=[N+]([O-])[C@@](F)(Cl)CF.

Atoms and positions in Å:
O (0.295, -1.658, -1.131)
N (0.820, -1.152, -0.176)
O (1.605, -1.647, 0.550)
C (0.400, 0.363, 0.194)
F (0.694, 0.388, 1.544)
Cl (1.443, 1.505, -0.650)
C (-1.058, 0.505, 0.011)
F (-1.539, 1.758, 0.139)
H (-1.418, -0.363, 0.685)
H (-1.242, 0.301, -1.166)

---

(15)
Computed, not measured: 2 unconnected molecules or ions with the total composition C2H2ClF3 in a non-equilibrium geometry, with wB97M-V/def2-TZVPD.

For the HOMO energy, the calculation gives -0.3521 hartree. The value obtained for the gap between HOMO and LUMO is 9.921 eV. The calculation puts the energy above the lowest of the compared OMol25 structures with the same formula, charge and spin at 3.275 eV. The calculated total energy comes out at -22778.4426 eV.

Atoms and positions in Å:
C (-0.109, 0.283, 0.810)
C (-2.213, -0.354, 0.364)
F (-0.230, 1.459, 0.184)
F (-2.106, -1.471, -0.383)
F (-2.900, -0.569, 1.474)
Cl (-2.983, 1.063, -0.487)
H (0.293, -0.448, 0.132)
H (-0.075, 0.440, 1.944)

---

(16)
Computed, not measured: C2H2ClF3Si in the gas phase in a non-equilibrium geometry, with wB97M-V/def2-TZVPD.

For the HOMO energy, the calculation gives -0.3940 hartree. The value obtained for the gap between HOMO and LUMO is 11.328 eV. The calculation puts the energy above the lowest of the compared OMol25 structures with the same formula, charge and spin at 0.544 eV. The calculated total energy comes out at -30663.8060 eV. Its SMILES is F[Si](F)(F)/C=C/Cl.

Atoms and positions in Å:
F (-0.792, -1.430, -1.668)
Si (0.300, -1.153, -0.563)
F (1.744, -1.175, -1.223)
F (0.013, -2.457, 0.336)
C (0.089, 0.295, 0.661)
C (-0.400, 1.459, 0.330)
Cl (-0.821, 2.897, 1.200)
H (0.525, 0.124, 1.616)
H (-0.659, 1.441, -0.689)

---

(17)
Computed, not measured: C2H2ClFN2S in the gas phase in a non-equilibrium geometry, with wB97M-V/def2-TZVPD.

For the HOMO energy, the calculation gives -0.3379 hartree. The value obtained for the gap between HOMO and LUMO is 7.663 eV. The calculation puts the energy above the lowest of the compared OMol25 structures with the same formula, charge and spin at 1.488 eV. The calculated total energy comes out at -31156.8954 eV. Its SMILES is F/C=C/N=[N+](\[S-])Cl.

Atoms and positions in Å:
F (1.724, -0.775, -0.175)
C (0.743, 0.104, 0.005)
C (-0.538, -0.296, 0.024)
N (-1.650, 0.460, 0.045)
N (-2.079, 1.530, 0.413)
S (-1.948, 2.642, 1.487)
Cl (-3.750, 1.831, -0.745)
H (1.096, 1.124, 0.080)
H (-0.769, -1.345, -0.132)

---

(18)
Computed, not measured: a molecular structure, C2H2ClFS2 in a non-equilibrium geometry, with wB97M-V/def2-TZVPD.

For the HOMO energy, the calculation gives -0.3462 hartree. The value obtained for the gap between HOMO and LUMO is 7.849 eV. The calculation puts the energy above the lowest of the compared OMol25 structures with the same formula, charge and spin at 2.411 eV. The calculated total energy comes out at -39013.6465 eV.

Atoms and positions in Å:
C (-0.451, -0.490, -0.169)
C (0.411, 0.116, 0.848)
H (-2.523, 0.433, -1.257)
H (-0.102, 0.379, 1.922)
F (1.433, -0.907, 1.008)
S (-2.067, 0.008, 0.446)
S (0.039, -1.058, -1.551)
Cl (1.318, 1.552, 0.227)

---

(19)
Computed, not measured: 3 unconnected molecules or ions with the total composition C2H2ClINO2 in a non-equilibrium geometry, with wB97M-V/def2-TZVPD.

Its charge is -1. For the HOMO energy, the calculation gives -0.1243 hartree. The value obtained for the gap between HOMO and LUMO is 5.074 eV. The calculation puts the energy above the lowest of the compared OMol25 structures with the same formula, charge and spin at 1.219 eV. The calculated total energy comes out at -28314.4805 eV.

Atoms and positions in Å:
C (-0.100, -2.010, -0.674)
C (-1.960, 1.355, 0.817)
N (0.138, -0.873, -0.981)
O (-3.112, 1.135, 0.815)
O (-0.621, -3.039, -0.660)
Cl (1.531, 0.094, -0.607)
I (6.930, 0.388, -0.285)
H (-1.532, 2.200, 1.425)
H (-1.275, 0.749, 0.151)

---

(20)
Computed, not measured: 2 unconnected molecules or ions with the total composition C2H2ClIO in a non-equilibrium geometry, with wB97M-V/def2-TZVPD.

For the HOMO energy, the calculation gives -0.3630 hartree. The value obtained for the gap between HOMO and LUMO is 6.448 eV. The calculation puts the energy above the lowest of the compared OMol25 structures with the same formula, charge and spin at 2.825 eV. The calculated total energy comes out at -24773.4717 eV.

Atoms and positions in Å:
C (0.695, -0.552, 0.341)
C (-0.633, -0.004, 0.315)
O (0.914, -1.716, 0.507)
Cl (0.201, 0.728, -2.329)
I (-1.148, 1.818, 1.105)
H (1.392, 0.230, 0.265)
H (-1.421, -0.504, -0.204)